# 1
Formula: C55H120N16O19P4
Source: OMol25
Level of theory: the ωB97M-V functional and the def2-TZVPD basis

## Properties
Strongest force on any atom ... 6.69 eV/Å
HOMO level ... -0.2867 Ha
Gap between HOMO and LUMO ... 7.47 eV

Structure (ORCA input):
```
! wB97M-V def2-TZVPD RIJCOSX def2/J DEFGRID3
* xyz 0 1
C -6.280 2.964 -3.120
C -5.402 3.728 -2.137
O -4.884 2.824 -1.280
C -5.559 1.657 -1.384
O -5.597 0.702 -0.670
O -6.428 1.788 -2.398
H -5.807 2.931 -4.101
H -7.235 3.485 -3.183
H -5.981 4.547 -1.710
H -4.636 4.225 -2.733
C -2.949 -4.842 1.246
C -3.091 -6.366 0.943
O -2.973 -6.884 2.231
C -2.461 -5.915 3.077
O -2.269 -6.057 4.330
O -2.300 -4.807 2.456
H -3.993 -4.547 1.351
H -2.432 -4.346 0.425
H -2.178 -6.708 0.456
H -3.994 -6.674 0.418
C -0.074 -0.149 -6.702
C 0.905 -0.157 -7.894
O 2.148 -0.274 -7.307
C 2.044 -0.561 -6.058
O 3.006 -0.818 -5.335
O 0.751 -0.611 -5.633
H -0.871 -0.843 -6.970
H -0.521 0.806 -6.425
H 0.812 0.733 -8.517
H 0.687 -0.969 -8.588
C 4.375 -0.645 1.309
C 4.115 -1.622 2.434
O 5.216 -2.454 2.415
C 6.030 -2.219 1.375
O 6.983 -2.826 0.947
O 5.518 -1.096 0.692
H 4.615 0.326 1.742
H 3.603 -0.485 0.557
H 3.175 -2.152 2.283
H 4.046 -1.058 3.364
C 1.557 -3.842 -4.370
C 2.917 -4.352 -4.895
O 2.605 -5.391 -5.815
C 1.325 -5.245 -6.146
O 0.703 -5.983 -6.885
O 0.834 -4.196 -5.484
H 1.540 -2.780 -4.126
H 1.357 -4.301 -3.402
H 3.433 -4.831 -4.064
H 3.523 -3.563 -5.341
C 4.812 3.374 0.621
C 4.403 3.963 -0.773
C 2.813 3.841 -0.961
C 2.112 4.620 -0.021
N 1.548 5.339 0.722
H 4.452 3.951 1.473
H 5.891 3.461 0.751
H 4.393 2.399 0.870
H 4.931 3.506 -1.611
H 4.647 5.025 -0.796
H 2.526 2.796 -1.070
H 2.446 4.281 -1.888
C -3.024 7.207 4.530
C -1.635 6.454 4.386
C -1.192 6.357 2.881
C -1.351 7.535 2.103
N -1.505 8.491 1.486
H -3.327 7.429 5.553
H -3.807 6.663 4.002
H -2.886 8.217 4.144
H -1.706 5.451 4.805
H -0.819 6.913 4.944
H -1.725 5.571 2.345
H -0.165 5.997 2.827
C 0.516 2.318 5.448
C 1.064 3.342 4.424
C 2.561 3.552 4.215
C 3.361 2.357 4.194
N 4.012 1.393 4.126
H 1.026 1.372 5.267
H -0.568 2.202 5.472
H 0.905 2.739 6.375
H 0.622 4.327 4.575
H 0.568 2.949 3.537
H 2.922 4.035 5.123
H 2.644 4.079 3.265
C 0.599 -1.587 6.808
C 0.125 -2.937 7.147
C -0.492 -3.700 5.923
C 0.374 -3.947 4.762
N 1.119 -4.088 3.868
H 1.604 -1.555 6.387
H 0.616 -0.918 7.668
H -0.071 -1.159 6.062
H -0.506 -2.921 8.036
H 0.890 -3.601 7.550
H -1.451 -3.228 5.710
H -0.743 -4.669 6.355
O -2.587 0.719 5.829
P -3.837 1.088 5.166
N -4.154 0.322 3.656
C -5.263 0.765 2.775
C -3.848 -1.111 3.541
N -3.975 2.731 4.893
C -3.943 3.662 6.085
C -3.304 3.222 3.736
N -5.269 0.693 6.093
C -5.322 -0.590 6.849
C -6.589 1.234 5.868
H -5.368 0.193 1.853
H -5.215 1.826 2.529
H -6.160 0.472 3.321
H -3.849 -1.426 2.498
H -4.606 -1.635 4.123
H -2.852 -1.294 3.943
H -4.097 4.696 5.777
H -4.776 3.354 6.716
H -3.018 3.633 6.661
H -2.265 3.023 3.997
H -3.439 2.654 2.815
H -3.443 4.274 3.488
H -4.487 -0.511 7.546
H -6.245 -0.703 7.417
H -5.180 -1.497 6.262
H -7.067 1.551 6.795
H -7.140 0.430 5.380
H -6.478 2.075 5.183
O 8.391 -1.145 -4.094
P 7.750 -0.004 -3.385
N 7.684 1.398 -4.362
C 6.958 1.386 -5.609
C 8.816 2.297 -4.315
N 8.489 0.478 -1.818
C 8.921 -0.579 -0.837
C 7.917 1.711 -1.187
N 6.092 -0.361 -3.038
C 5.537 -1.704 -3.189
C 5.080 0.636 -2.749
H 5.956 1.046 -5.347
H 7.439 0.776 -6.374
H 6.784 2.397 -5.978
H 8.361 3.277 -4.168
H 9.383 2.292 -5.246
H 9.475 2.146 -3.460
H 9.398 -0.064 -0.004
H 8.037 -1.101 -0.470
H 9.592 -1.314 -1.282
H 8.519 2.048 -0.343
H 7.832 2.480 -1.954
H 6.869 1.478 -0.996
H 6.351 -2.427 -3.121
H 4.845 -1.901 -2.370
H 5.007 -1.854 -4.129
H 4.540 0.774 -3.685
H 5.534 1.599 -2.517
H 4.347 0.410 -1.974
O -3.265 -4.455 -2.586
P -3.496 -3.628 -3.821
N -5.155 -3.459 -4.277
C -6.186 -3.551 -3.273
C -5.530 -2.807 -5.542
N -2.804 -4.179 -5.208
C -2.807 -5.617 -5.458
C -2.470 -3.430 -6.391
N -2.885 -2.077 -3.611
C -3.669 -1.195 -2.701
C -1.513 -2.050 -3.307
H -7.190 -3.490 -3.692
H -6.123 -2.781 -2.504
H -5.987 -4.460 -2.704
H -5.052 -3.231 -6.425
H -5.248 -1.757 -5.458
H -6.590 -2.919 -5.767
H -1.811 -6.044 -5.574
H -3.248 -6.251 -4.689
H -3.256 -5.845 -6.425
H -2.848 -3.970 -7.259
H -2.799 -2.395 -6.304
H -1.393 -3.338 -6.530
H -3.910 -1.704 -1.768
H -3.138 -0.275 -2.459
H -4.584 -0.933 -3.232
H -0.962 -2.542 -4.109
H -1.252 -2.572 -2.387
H -1.146 -1.026 -3.239
O 1.791 1.294 0.795
P 0.609 0.455 0.474
N 0.103 -0.659 1.641
C -0.801 -1.812 1.472
C 0.060 -0.097 3.028
N 0.892 -0.402 -0.972
C 1.651 -1.624 -0.999
C 1.082 0.330 -2.210
N -0.861 1.344 0.072
C -1.038 2.789 0.415
C -2.130 0.659 0.024
H -1.798 -1.406 1.644
H -0.454 -2.521 2.224
H -0.687 -2.299 0.504
H -0.583 0.782 3.069
H 1.033 -0.136 3.517
H -0.397 -0.732 3.787
H 1.548 -2.172 -0.062
H 1.333 -2.283 -1.807
H 2.681 -1.424 -1.292
H 0.348 1.100 -2.447
H 2.078 0.719 -2.422
H 0.808 -0.329 -3.034
H -0.330 3.445 -0.091
H -2.046 3.161 0.234
H -0.752 2.989 1.448
H -2.783 1.202 -0.659
H -2.513 0.545 1.038
H -2.090 -0.305 -0.484
*
```

---

# 2
Formula: C5H12O3
Source: OMol25
Level of theory: the ωB97M-V functional and the def2-TZVPD basis

## Properties
Strongest force on any atom ... 2.97 eV/Å
HOMO level ... -0.3783 Ha
Energy above the lowest of the compared OMol25 structures with the same formula, charge and spin ... 33.7 kcal per mole
Gap between HOMO and LUMO ... 10.92 eV

Structure (ORCA input):
```
! wB97M-V def2-TZVPD RIJCOSX def2/J DEFGRID3
* xyz 0 1
C -0.278 2.152 -1.582
C 0.293 0.693 -1.590
O -0.290 -0.021 -0.517
C 0.328 0.100 0.641
O 1.226 0.876 0.913
C -0.258 -0.926 1.628
C 0.299 -0.928 3.042
H -1.343 2.071 -1.859
H 0.261 2.654 -2.403
H -0.197 2.775 -0.675
H 1.391 0.792 -1.481
H 0.095 0.191 -2.556
H -1.348 -0.754 1.724
H -0.114 -1.900 1.122
H 0.617 0.112 3.226
H 1.175 -1.589 3.152
H -0.449 -1.207 3.804
O -0.781 -1.500 -2.354
H -0.802 -2.294 -1.773
H 0.176 -1.298 -2.463
*
```

---

# 3
Formula: C16H10F6N3O6RbS2
Source: OMol25
Level of theory: the ωB97M-V functional and the def2-TZVPD basis

## Properties
Strongest force on any atom ... 0.82 eV/Å
HOMO level ... -0.0417 Ha
Gap between HOMO and LUMO ... 5.23 eV

Structure (ORCA input):
```
! wB97M-V def2-TZVPD RIJCOSX def2/J DEFGRID3
* xyz -2 1
Rb -1.593 0.842 0.106
F 3.120 3.279 1.784
C 2.399 3.152 0.652
F 1.648 4.265 0.548
F 3.255 3.165 -0.373
S 1.369 1.598 0.660
O 0.819 1.583 -0.694
O 0.392 1.899 1.698
N 2.333 0.458 1.013
S 1.209 -1.612 -0.324
O 3.837 -1.791 -1.486
O 0.047 -1.063 0.433
C 1.549 -3.227 0.606
F 2.855 -3.504 0.675
F 1.064 -3.255 1.852
F 0.957 -4.252 -0.054
O -3.993 2.191 0.258
N -5.097 1.603 0.239
N -5.013 0.335 -0.059
O -3.897 -0.277 -0.313
C -6.220 -0.396 -0.077
C -7.470 0.210 0.071
C -8.611 -0.572 0.051
C -8.532 -1.951 -0.120
C -7.287 -2.540 -0.274
C -6.130 -1.775 -0.257
H -7.529 1.279 0.202
H -9.576 -0.094 0.167
H -9.432 -2.555 -0.135
H -7.206 -3.612 -0.411
H -5.146 -2.201 -0.378
C 2.565 -0.587 0.075
C 3.696 -0.820 -0.688
C 4.939 0.084 -0.534
C 5.816 0.072 -1.618
C 6.992 0.806 -1.600
C 7.325 1.551 -0.476
C 6.474 1.548 0.620
C 5.287 0.825 0.591
H 5.543 -0.547 -2.462
H 7.655 0.794 -2.459
H 8.244 2.127 -0.453
H 6.725 2.123 1.504
H 4.620 0.841 1.441
*
```

---

# 4
Formula: C20H35FN5O2S
Source: OMol25
Level of theory: the ωB97M-V functional and the def2-TZVPD basis

## Properties
Strongest force on any atom ... 2.07 eV/Å
HOMO level ... -0.4633 Ha
Gap between HOMO and LUMO ... 9.80 eV

Structure (ORCA input):
```
! wB97M-V def2-TZVPD RIJCOSX def2/J DEFGRID3
* xyz 1 1
C -0.519 0.146 -1.720
C -0.902 1.561 -2.039
O -0.235 2.258 -2.798
O -2.047 1.996 -1.452
C -1.943 3.209 -0.685
C -1.932 2.968 0.840
C -1.809 1.496 1.197
C -1.755 1.237 2.717
C -0.490 0.469 3.097
C -0.512 -1.047 2.915
S -1.848 -1.851 3.837
C -1.607 -3.614 3.539
C -0.181 -4.047 3.850
F 0.214 -3.551 5.077
H -0.059 0.083 -0.741
H -1.392 -0.501 -1.711
H 0.206 -0.194 -2.443
H -2.797 3.812 -0.968
H -1.063 3.762 -0.995
H -1.059 3.500 1.215
H -2.798 3.425 1.306
H -2.655 0.969 0.782
H -0.881 1.136 0.770
H -2.660 0.712 3.010
H -1.746 2.173 3.267
H 0.311 0.818 2.451
H -0.189 0.662 4.124
H 0.406 -1.430 3.352
H -0.524 -1.383 1.883
H -1.443 -1.644 5.102
H -2.344 -4.165 4.110
H -1.757 -3.743 2.473
H 0.477 -3.634 3.090
H -0.081 -5.127 3.834
C 3.285 -6.081 2.967
C 2.862 -5.231 1.864
N 2.518 -4.556 1.002
H 3.828 -5.502 3.712
H 2.428 -6.545 3.451
H 3.940 -6.873 2.610
C -4.504 -3.244 0.016
C -4.165 -2.049 0.774
N -3.919 -1.106 1.381
H -5.304 -3.031 -0.692
H -3.643 -3.603 -0.546
H -4.843 -4.039 0.678
C 3.063 -2.346 -2.473
C 2.625 -1.566 -1.327
N 2.291 -0.950 -0.420
H 2.778 -1.858 -3.403
H 4.145 -2.460 -2.467
H 2.615 -3.338 -2.453
C 2.642 3.634 -3.128
C 3.628 3.824 -4.181
N 4.395 3.979 -5.019
H 3.083 3.124 -2.273
H 2.250 4.591 -2.786
H 1.804 3.037 -3.479
C 1.927 6.594 -5.888
C 1.050 7.687 -6.275
N 0.355 8.546 -6.580
H 2.722 6.944 -5.232
H 1.369 5.821 -5.361
H 2.392 6.135 -6.758
*
```

---

# 5
Formula: C15H14FNO2S
Source: OMol25
Level of theory: the ωB97M-V functional and the def2-TZVPD basis

## Properties
Strongest force on any atom ... 0.93 eV/Å
HOMO level ... -0.3065 Ha
Gap between HOMO and LUMO ... 8.29 eV

Structure (ORCA input):
```
! wB97M-V def2-TZVPD RIJCOSX def2/J DEFGRID3
* xyz 0 1
C 1.445 -1.788 -4.939
C 0.698 -1.425 -3.694
C -0.384 -0.555 -3.696
C -1.058 -0.240 -2.532
C -0.665 -0.791 -1.314
N -1.396 -0.449 -0.174
C -1.134 -0.751 1.126
O -0.224 -1.452 1.508
C -2.125 -0.114 2.098
C -2.108 1.424 2.009
C -0.718 1.906 1.626
O -0.491 2.367 0.526
C 0.328 1.740 2.620
C 1.677 1.893 2.399
C 2.452 1.643 3.541
C 1.693 1.310 4.623
S 0.023 1.286 4.267
C 0.418 -1.663 -1.282
C 1.068 -1.955 -2.463
F 2.118 -2.805 -2.418
H 2.489 -1.490 -4.853
H 1.009 -1.301 -5.807
H 1.425 -2.867 -5.089
H -0.704 -0.117 -4.630
H -1.892 0.445 -2.565
H -2.142 0.209 -0.351
H -1.837 -0.440 3.098
H -3.129 -0.489 1.891
H -2.401 1.849 2.970
H -2.805 1.779 1.247
H 2.070 2.166 1.437
H 3.525 1.706 3.565
H 2.022 1.073 5.615
H 0.751 -2.102 -0.357
*
```

---

# 6
Formula: C4H4N2O
Source: OMol25
Level of theory: the ωB97M-V functional and the def2-TZVPD basis

## Properties
Strongest force on any atom ... 3.10 eV/Å
HOMO level ... -0.3808 Ha
Energy above the lowest of the compared OMol25 structures with the same formula, charge and spin ... 40.5 kcal per mole
Gap between HOMO and LUMO ... 10.89 eV

Structure (ORCA input):
```
! wB97M-V def2-TZVPD RIJCOSX def2/J DEFGRID3
* xyz 0 1
N 1.993 -1.447 -2.058
C 1.333 -0.870 -1.318
N 0.490 -0.391 -0.455
C 0.412 0.920 0.290
C -0.923 0.407 0.840
C -0.721 -0.852 0.006
O -1.308 -1.873 -0.235
H 0.248 1.568 -0.478
H 1.233 1.307 1.018
H -1.874 0.913 0.537
H -0.882 0.317 1.852
*
```

---

# 7
Formula: C3H2NOS2
Source: OMol25
Level of theory: the ωB97M-V functional and the def2-TZVPD basis

## Properties
Strongest force on any atom ... 4.28 eV/Å
HOMO level (spin up / spin down) ... -0.0996 / -0.0813 Ha
Energy above the lowest of the compared OMol25 structures with the same formula, charge and spin ... 91.0 kcal per mole
Gap between HOMO and LUMO (spin up / spin down) ... 6.15 / 5.74 eV

Structure (ORCA input):
```
! wB97M-V def2-TZVPD RIJCOSX def2/J DEFGRID3
* xyz -1 1
C 0.181 -1.303 0.843
C 1.372 0.299 -0.407
C -1.054 0.692 -0.423
N 1.284 -0.525 0.466
O 1.973 0.918 -1.214
S -2.213 1.238 -1.544
S -1.426 -0.672 0.587
H 0.321 -2.038 1.753
H -0.439 1.392 -0.061
*
```

---

# 8
Formula: C7H19N2PSi
Source: OMol25
Level of theory: the ωB97M-V functional and the def2-TZVPD basis

## Properties
Strongest force on any atom ... 0.43 eV/Å
HOMO level ... -0.3094 Ha
Gap between HOMO and LUMO ... 9.31 eV

Structure (ORCA input):
```
! wB97M-V def2-TZVPD RIJCOSX def2/J DEFGRID3
* xyz 0 1
H -4.203 -0.680 0.858
N -3.343 -0.375 1.316
C -2.326 -0.680 0.621
C -2.370 -1.411 -0.696
C -0.968 -0.292 1.128
Si -0.391 1.376 0.446
C 1.275 1.273 -0.375
C 2.304 0.509 0.489
C 2.662 -0.862 -0.084
C 3.185 -1.828 0.971
P -1.784 2.138 -1.172
N -1.371 1.508 -2.562
H -1.531 -1.142 -1.341
H -3.294 -1.188 -1.233
H -2.330 -2.488 -0.509
H -1.007 -0.203 2.214
H -0.237 -1.063 0.864
H -0.377 2.370 1.549
H 1.609 2.288 -0.606
H 1.134 0.785 -1.345
H 1.941 0.366 1.516
H 3.210 1.114 0.579
H 1.779 -1.294 -0.568
H 3.410 -0.735 -0.872
H 2.461 -1.942 1.783
H 4.117 -1.467 1.412
H 3.378 -2.816 0.548
H -3.118 1.985 -0.741
H -1.657 3.547 -1.066
H -2.159 1.206 -3.125
*
```

---

# 9
Formula: C4H5N2O2
Source: OMol25
Level of theory: the ωB97M-V functional and the def2-TZVPD basis

## Properties
Strongest force on any atom ... 2.03 eV/Å
HOMO level (spin up / spin down) ... -0.4524 / -0.4524 Ha
Energy above the lowest of the compared OMol25 structures with the same formula, charge and spin ... 102.1 kcal per mole
Gap between HOMO and LUMO (spin up / spin down) ... 6.55 / 6.55 eV

Structure (ORCA input):
```
! wB97M-V def2-TZVPD RIJCOSX def2/J DEFGRID3
* xyz 1 1
C -0.314 -2.307 1.098
C -0.415 0.097 -1.963
C 0.383 1.067 0.700
C 0.973 -0.293 0.594
N 0.347 -1.340 1.009
N -0.992 0.991 -1.302
O 0.106 -0.661 -2.645
O -0.901 1.198 0.106
H -0.657 -3.086 1.725
H 0.123 1.356 1.729
H 1.082 1.803 0.286
H 2.005 -0.416 0.314
H -1.740 1.590 -1.653
*
```

---

# 10
Formula: C3H7NO2S
Source: OMol25
Level of theory: the ωB97M-V functional and the def2-TZVPD basis

## Properties
Strongest force on any atom ... 5.11 eV/Å
HOMO level ... -0.3836 Ha
Energy above the lowest of the compared OMol25 structures with the same formula, charge and spin ... 78.1 kcal per mole
Gap between HOMO and LUMO ... 9.46 eV

Structure (ORCA input):
```
! wB97M-V def2-TZVPD RIJCOSX def2/J DEFGRID3
* xyz 0 1
C -0.245 -0.746 0.121
C 2.199 0.530 -0.032
C 0.643 0.423 -0.184
N -0.803 -0.810 1.245
O -3.199 -1.108 -0.487
O -2.879 1.211 0.060
S -2.409 0.074 -0.711
H -0.401 -1.473 -0.853
H 2.377 0.172 1.033
H 2.581 1.517 -0.259
H 2.658 -0.161 -0.817
H 0.502 0.654 -1.145
H 0.436 1.263 0.580
H -1.461 -1.547 1.450
*
```

---

# 11
Formula: C3H5F
Source: OMol25
Level of theory: the ωB97M-V functional and the def2-TZVPD basis

## Properties
Strongest force on any atom ... 3.45 eV/Å
HOMO level ... -0.3559 Ha
Energy above the lowest of the compared OMol25 structures with the same formula, charge and spin ... 27.2 kcal per mole
Gap between HOMO and LUMO ... 10.85 eV

Structure (ORCA input):
```
! wB97M-V def2-TZVPD RIJCOSX def2/J DEFGRID3
* xyz 0 1
C -1.148 -0.704 -0.031
C -0.455 0.453 -0.036
C 1.020 0.400 -0.051
F 1.349 -0.913 -0.062
H -2.276 -0.842 -0.162
H -0.443 -1.437 0.146
H -0.991 1.457 0.099
H 1.401 0.965 -0.947
H 1.542 0.620 1.044
*
```